(1)
Below is C36H80F4N6O8S4 as an isolated structure, with properties calculated with ωB97M-V/def2-TZVPD.

Results
* HOMO energy: -0.47686 Ha
* E: -4341.80239 hartree
* HOMO-LUMO gap: 9.7 eV
* strongest force on any atom: 0.0784 Eh/bohr
* molar mass: 929.33 g mol⁻¹

The geometry in ORCA input format:
```
! RIJCOSX wB97M-V def2-TZVPD def2/J DEFGRID3
* xyz 2 1
C -3.478 -1.734 -3.908
C -2.836 -2.006 -5.196
C -2.555 -0.723 -6.050
N -2.456 -0.937 -7.481
C -3.792 -1.055 -8.226
C -3.670 -1.393 -9.695
C -2.802 -2.648 -9.929
C -1.441 -2.539 -9.248
C -1.582 -2.219 -7.744
C -1.718 0.198 -8.043
H -2.958 -1.127 -3.162
H -3.704 -2.647 -3.365
H -4.465 -1.259 -3.978
H -3.586 -2.544 -5.775
H -1.935 -2.620 -5.039
H -1.624 -0.344 -5.701
H -3.274 0.104 -5.868
H -4.369 -1.783 -7.693
H -4.197 -0.037 -8.069
H -4.657 -1.609 -10.152
H -3.309 -0.478 -10.213
H -3.347 -3.507 -9.590
H -2.572 -2.767 -10.979
H -0.891 -3.496 -9.257
H -0.788 -1.737 -9.654
H -2.120 -3.058 -7.300
H -0.650 -2.064 -7.206
H -2.336 1.051 -7.779
H -1.620 0.034 -9.105
H -0.768 0.285 -7.555
C 1.206 0.417 8.117
C 1.949 -0.653 7.319
C 0.917 -1.684 6.690
N 1.520 -2.955 6.137
C 2.037 -3.761 7.302
C 2.757 -5.067 6.898
C 1.654 -5.928 6.306
C 1.074 -5.220 5.100
C 0.461 -3.871 5.430
C 2.627 -2.579 5.204
H 0.518 1.045 7.555
H 1.849 1.127 8.642
H 0.590 -0.030 8.940
H 2.546 -1.216 8.005
H 2.605 -0.143 6.641
H 0.284 -1.201 5.958
H 0.213 -2.007 7.495
H 1.127 -3.980 7.879
H 2.663 -3.107 7.913
H 3.106 -5.548 7.861
H 3.629 -4.951 6.239
H 0.917 -6.151 7.060
H 2.034 -6.932 6.105
H 0.185 -5.762 4.632
H 1.877 -5.201 4.345
H -0.420 -3.928 6.082
H 0.181 -3.408 4.421
H 2.902 -3.288 4.434
H 3.506 -2.431 5.793
H 2.440 -1.598 4.800
C 4.546 6.465 -1.791
C 4.462 4.948 -1.741
C 4.542 4.443 -0.349
N 3.941 3.110 -0.114
C 4.119 2.085 -1.133
C 5.546 1.512 -1.053
C 5.830 0.908 0.341
C 5.691 2.010 1.435
C 4.280 2.661 1.329
C 2.437 3.390 -0.037
H 5.507 6.747 -1.330
H 3.746 6.972 -1.143
H 4.447 6.792 -2.789
H 5.315 4.539 -2.275
H 3.560 4.678 -2.250
H 4.127 5.102 0.408
H 5.587 4.313 -0.116
H 3.916 2.481 -2.122
H 3.350 1.268 -1.033
H 6.304 2.247 -1.306
H 5.637 0.745 -1.806
H 6.837 0.528 0.309
H 5.124 0.122 0.599
H 6.446 2.752 1.289
H 5.806 1.538 2.424
H 4.212 3.432 2.078
H 3.481 1.985 1.530
H 1.829 2.483 -0.047
H 2.151 4.002 -0.893
H 2.271 3.879 0.976
C -3.665 -1.870 3.749
C -4.480 -0.709 3.230
C -3.623 0.611 3.057
N -4.261 1.850 2.440
C -5.054 1.522 1.129
C -4.194 0.881 0.050
C -3.098 1.830 -0.432
C -2.411 2.491 0.829
C -3.219 2.914 2.065
C -5.113 2.522 3.485
H -3.029 -1.763 4.595
H -3.090 -2.208 2.885
H -4.309 -2.718 3.942
H -5.353 -0.446 3.845
H -4.887 -1.009 2.259
H -2.756 0.367 2.461
H -3.285 0.978 4.036
H -5.900 0.917 1.381
H -5.440 2.414 0.658
H -3.728 0.031 0.529
H -4.846 0.519 -0.677
H -2.349 1.292 -1.018
H -3.556 2.566 -1.094
H -1.652 1.884 1.286
H -1.944 3.415 0.385
H -2.523 3.037 2.961
H -3.705 3.870 1.911
H -5.524 3.449 3.006
H -4.510 2.632 4.381
H -5.974 1.867 3.723
N 0.247 -0.081 2.957
S -0.225 -0.912 1.793
O -1.434 -0.367 1.239
O -0.136 -2.295 2.006
F 0.902 -0.611 0.732
S 0.011 1.328 3.571
O -1.129 1.424 4.470
O 0.235 2.474 2.824
F 1.323 1.334 4.550
N 2.027 -0.098 -4.582
S 2.168 -0.769 -6.035
O 0.928 -0.901 -6.750
O 3.048 -1.890 -5.901
F 2.776 0.426 -6.801
S 0.810 0.783 -4.192
O 1.174 1.515 -3.019
O -0.502 0.165 -4.240
F 0.751 1.873 -5.409
*
```


(2)
Below is a 6-piece molecular cluster, C36H81N3O6 overall, with properties calculated with ωB97M-V/def2-TZVPD.

Results
* HOMO energy: -0.29573 Ha
* ΔE to the lowest compared entry with this formula, charge and spin: 177.6 kcal/mol
* E: -2035.61717 hartree
* SMILES string: CC1(C)CCCC(C)(C)N1O.CC1(C)CCCC(C)(C)N1O.CC1(C)CCCC(C)(C)N1O.CC(C)O.CC(C)O.CC(C)O
* HOMO-LUMO gap: 8.4 eV
* strongest force on any atom: 0.0694 Eh/bohr
* molar mass: 652.06 g mol⁻¹

The geometry in ORCA input format:
```
! RIJCOSX wB97M-V def2-TZVPD def2/J DEFGRID3
* xyz 0 1
C -1.089 2.316 7.317
C -2.376 2.936 6.801
C -2.365 3.047 5.219
C -3.392 1.880 7.245
C -4.863 2.153 7.250
C -5.073 3.532 7.894
C -4.076 4.661 7.466
C -4.591 5.203 6.071
C -4.161 5.864 8.425
N -2.728 4.136 7.598
O -1.800 5.100 7.429
H -0.213 2.963 7.255
H -1.176 2.147 8.390
H -0.821 1.430 6.741
H -1.702 3.822 4.835
H -2.006 2.109 4.797
H -3.397 3.168 4.891
H -3.222 0.884 6.837
H -3.276 1.709 8.315
H -5.272 1.966 6.257
H -5.446 1.496 7.895
H -5.205 3.496 8.976
H -6.086 3.709 7.533
H -3.675 5.540 5.587
H -5.404 5.925 6.145
H -4.860 4.473 5.307
H -5.093 6.419 8.532
H -3.473 6.657 8.131
H -3.774 5.624 9.415
H -1.803 5.600 8.249
C -2.686 5.664 -0.876
C -3.096 6.382 -2.183
C -2.352 7.733 -2.344
C -2.754 5.516 -3.323
C -3.458 5.757 -4.730
C -4.937 5.720 -4.462
C -5.439 6.745 -3.418
C -5.490 8.186 -4.161
C -6.909 6.369 -3.075
N -4.575 6.703 -2.232
O -4.880 7.633 -1.263
H -3.270 4.837 -0.472
H -1.670 5.277 -0.954
H -2.709 6.386 -0.060
H -1.279 7.608 -2.196
H -2.602 8.284 -3.251
H -2.663 8.496 -1.630
H -1.697 5.743 -3.459
H -2.952 4.458 -3.145
H -3.171 6.779 -4.980
H -3.103 5.022 -5.453
H -5.256 4.692 -4.291
H -5.275 5.918 -5.480
H -6.195 8.837 -3.644
H -5.925 8.195 -5.161
H -4.480 8.596 -4.138
H -7.631 6.878 -3.714
H -7.214 6.619 -2.059
H -7.040 5.292 -3.175
H -5.518 7.091 -0.792
C 3.936 -9.444 -1.411
C 4.548 -8.007 -1.734
C 4.782 -7.130 -0.521
C 5.893 -8.234 -2.396
C 5.862 -8.862 -3.787
C 4.931 -8.077 -4.681
C 3.551 -7.580 -4.110
C 3.191 -6.360 -4.882
C 2.601 -8.754 -4.361
N 3.666 -7.201 -2.668
O 2.451 -6.854 -2.061
H 3.783 -10.076 -2.286
H 4.615 -10.051 -0.812
H 2.949 -9.364 -0.956
H 3.871 -6.988 0.061
H 5.433 -7.497 0.272
H 4.948 -6.096 -0.823
H 6.454 -7.305 -2.299
H 6.342 -9.136 -1.981
H 6.781 -8.965 -4.363
H 5.546 -9.905 -3.815
H 4.760 -8.617 -5.612
H 5.516 -7.192 -4.932
H 2.345 -5.753 -4.559
H 2.928 -6.566 -5.920
H 3.983 -5.615 -4.808
H 1.704 -8.725 -3.743
H 3.047 -9.710 -4.086
H 2.087 -8.771 -5.322
H 2.729 -6.056 -1.606
C -0.133 -2.939 4.183
C 0.550 -4.299 3.870
C -0.493 -5.187 3.189
O 1.533 -4.002 2.931
H 0.320 -2.206 4.851
H -1.021 -3.239 4.739
H -0.546 -2.303 3.400
H 0.974 -4.583 4.833
H -1.474 -5.202 3.664
H -0.171 -6.228 3.228
H -0.751 -4.668 2.266
H 1.059 -3.794 2.123
C 1.006 -0.189 -2.600
C 1.266 -0.456 -1.114
C 1.119 0.753 -0.317
O 0.358 -1.387 -0.694
H 0.220 0.515 -2.871
H 0.887 -1.067 -3.235
H 1.924 0.239 -3.001
H 2.306 -0.781 -1.088
H 0.090 0.875 0.021
H 1.460 1.567 -0.956
H 1.816 0.676 0.517
H -0.466 -1.190 -1.146
C 8.477 -1.156 -6.038
C 7.990 -1.854 -4.715
C 6.645 -1.308 -4.112
O 7.835 -3.260 -4.963
H 8.930 -0.202 -5.771
H 7.562 -1.093 -6.627
H 9.345 -1.665 -6.458
H 8.815 -1.830 -4.003
H 6.823 -0.245 -3.951
H 6.498 -1.798 -3.150
H 5.736 -1.480 -4.688
H 6.922 -3.507 -4.801
*
```


(3)
Below is a 3-piece molecular cluster, C36H82BBr2N9O9P2S overall, with properties calculated with ωB97M-V/def2-TZVPD.

Results
* HOMO energy: -0.30540 Ha
* E: -8844.58349 hartree
* SMILES string: CC[C@H](C)[C@H](CCCS)O[C@](CCCN)([C@@H](Br)[C@@H](C)Br)[C@](CC(=O)OC(C)=O)(NB(O)OC)N(C)C(C)=O.CN(C)P(=O)(N(C)C)N(C)C.CN(C)P(=O)(N(C)C)N(C)C
* HOMO-LUMO gap: 7.9 eV
* strongest force on any atom: 0.1557 Eh/bohr
* molar mass: 1049.74 g mol⁻¹

The geometry in ORCA input format:
```
! RIJCOSX wB97M-V def2-TZVPD def2/J DEFGRID3
* xyz 0 1
C -0.120 -5.014 4.880
C 0.414 -4.968 3.414
C -0.443 -4.053 2.544
C -1.855 -4.658 2.353
C 0.194 -3.637 1.162
C 1.369 -4.546 0.771
C 0.818 -5.938 0.405
C 0.632 -6.072 -1.113
S -0.868 -7.064 -1.433
O 0.457 -2.265 1.307
C 0.453 -1.324 0.240
C -0.727 -1.727 -0.688
C -1.357 -0.831 -1.742
C -2.532 -1.628 -2.355
N -2.077 -2.794 -3.125
C 1.779 -1.552 -0.554
Br 1.986 -0.334 -2.132
C 3.194 -1.805 0.081
C 4.344 -0.883 -0.394
Br 3.434 -2.014 2.001
C 0.236 0.064 0.976
C -0.760 -0.121 2.136
C -2.165 -0.699 1.924
O -2.583 -1.501 2.731
O -3.007 -0.450 0.817
C -4.268 -0.024 1.183
C -5.398 -0.472 0.263
O -4.466 0.685 2.151
N -0.081 1.138 0.074
B -1.005 2.220 0.322
O -0.625 3.251 1.213
O -2.219 2.350 -0.272
C -3.153 3.183 0.418
N 1.564 0.457 1.610
C 2.323 1.530 0.978
C 1.583 0.684 3.011
C 1.565 2.098 3.618
O 1.654 -0.214 3.834
H -1.025 -4.421 4.968
H 0.639 -4.625 5.553
H -0.323 -6.039 5.180
H 1.459 -4.678 3.463
H 0.379 -5.998 3.059
H -0.616 -3.152 3.130
H -2.371 -4.106 1.569
H -1.817 -5.727 2.155
H -2.399 -4.482 3.278
H -0.586 -3.964 0.468
H 1.849 -4.196 -0.145
H 2.154 -4.588 1.517
H -0.181 -6.051 0.824
H 1.423 -6.742 0.816
H 1.474 -6.577 -1.579
H 0.485 -5.089 -1.551
H -0.599 -7.738 -2.564
H -0.456 -2.634 -1.233
H -1.551 -2.106 -0.082
H -0.741 -0.565 -2.599
H -1.824 0.081 -1.387
H -3.125 -1.974 -1.502
H -3.178 -0.973 -2.940
H -2.281 -2.655 -4.102
H -2.512 -3.648 -2.813
H 1.588 -2.457 -1.112
H 3.533 -2.762 -0.301
H 5.171 -1.122 0.274
H 4.689 -1.158 -1.385
H 4.145 0.170 -0.249
H -0.912 0.818 2.684
H -0.377 -0.788 2.892
H -5.493 -1.550 0.367
H -5.150 -0.180 -0.756
H -6.293 0.044 0.583
H 0.244 1.043 -0.875
H -0.358 4.041 0.739
H -3.173 2.984 1.485
H -3.023 4.249 0.247
H -4.133 2.905 0.034
H 3.283 1.595 1.494
H 2.549 1.388 -0.072
H 1.888 2.527 1.063
H 1.206 2.870 2.944
H 2.585 2.286 3.950
H 0.945 2.096 4.508
C 9.798 -0.266 -0.356
N 8.551 0.448 -0.166
C 7.705 0.287 -1.343
P 8.341 1.943 0.677
O 6.869 1.868 0.973
N 8.920 1.810 2.302
C 9.849 0.778 2.718
C 7.941 2.036 3.360
N 9.868 2.627 0.160
C 10.394 3.740 0.986
C 9.759 3.174 -1.219
H 10.473 0.222 -1.075
H 9.584 -1.264 -0.745
H 10.345 -0.422 0.567
H 8.120 0.785 -2.232
H 6.711 0.696 -1.167
H 7.575 -0.770 -1.585
H 9.412 -0.227 2.655
H 10.158 0.946 3.753
H 10.774 0.816 2.140
H 7.297 1.163 3.521
H 7.306 2.890 3.138
H 8.453 2.256 4.301
H 9.662 4.540 1.119
H 11.281 4.158 0.506
H 10.714 3.400 1.964
H 8.999 3.957 -1.290
H 9.508 2.390 -1.933
H 10.714 3.591 -1.537
C -9.663 1.664 -1.619
N -8.372 2.307 -1.460
C -8.227 2.731 -0.066
P -7.534 3.298 -2.609
O -6.167 2.970 -2.068
N -7.315 2.420 -4.095
C -8.129 1.277 -4.456
C -5.939 2.179 -4.512
N -8.993 3.989 -3.303
C -8.868 4.549 -4.671
C -9.490 5.118 -2.468
H -10.508 2.369 -1.594
H -9.815 0.956 -0.801
H -9.740 1.080 -2.530
H -8.958 3.511 0.191
H -7.227 3.111 0.141
H -8.390 1.897 0.620
H -7.974 0.425 -3.781
H -7.889 0.949 -5.470
H -9.190 1.534 -4.488
H -5.478 1.351 -3.958
H -5.322 3.063 -4.374
H -5.909 1.932 -5.576
H -8.051 5.270 -4.750
H -9.800 5.050 -4.943
H -8.715 3.774 -5.413
H -8.750 5.917 -2.378
H -9.748 4.778 -1.464
H -10.399 5.536 -2.898
*
```